{"formula": "C3H10O3", "method": "wB97M-V/def2-TZVPD", "smiles": "OCCCO.O", "orbital_gap_ha": 0.398, "multiplicity": 1, "de_lowest_kj_mol": 55.1, "fmax_ha_per_bohr": 0.0222, "species": ["H", "H", "O", "C", "H", "H", "O", "O", "C", "H", "H", "H", "H", "H", "C", "H"], "coordinates": [[-1.443, -0.532, -0.315], [2.233, -0.591, -0.703], [-1.266, 3.139, -0.251], [0.429, -0.399, -1.426], [-0.482, 3.557, -0.635], [0.558, 0.691, -1.403], [-0.548, -1.031, 2.186], [1.735, -1.021, -1.414], [0.214, -0.552, 1.107], [-0.428, -1.972, -0.311], [-1.454, 3.775, 0.455], [1.185, -1.019, 1.218], [-0.008, -0.725, -2.364], [-1.470, -1.088, 1.921], [-0.412, -0.878, -0.246], [0.346, 0.546, 1.154]], "atomic_forces_ev_per_a": [[-0.033, 0.306, 0.034], [-0.039, -0.277, -0.308], [0.403, 0.684, 0.266], [0.592, -0.226, 0.399], [-0.087, -0.346, -0.240], [-0.228, -0.106, -0.168], [-0.269, -0.147, 0.381], [-0.264, 0.511, 0.347], [-0.306, 0.838, -0.566], [-0.208, -0.010, -0.091], [-0.297, -0.373, -0.027], [0.273, -0.072, -0.160], [-0.185, 0.227, -0.085], [-0.030, 0.093, 0.016], [0.710, -0.894, -0.024], [-0.031, -0.207, 0.227]]}